Entry 1:
42
Properties=species:S:1:pos:R:3 method="wB97M-V/def2-TZVPD" total_energy_ha=-5628.6340 de_lowest_kcal_mol=2.8 lumo_energy_ha="-0.1693 / -0.1693" charge=+1 largest_force_ha_per_bohr=0.01675
H 1.262 6.705 -2.195
H -0.553 -4.833 -2.689
C -1.987 1.202 3.166
Rh 0.280 0.205 0.309
Se 1.243 0.284 2.292
C 0.357 4.434 -1.693
C -0.468 3.811 -3.860
H -0.134 -2.762 1.047
C -0.209 -2.778 -0.031
H -3.637 2.360 0.799
As -1.776 0.750 1.304
H -1.364 2.062 3.403
H -0.386 -2.622 -3.839
C -3.025 -0.704 1.050
N -0.049 0.772 -1.739
H -0.813 1.748 -4.205
H -3.079 -0.960 -0.007
H -2.691 2.016 -0.673
H -2.055 3.132 0.547
H 0.662 2.817 -0.312
C -0.047 4.796 -2.970
C -0.340 -2.697 -2.761
H -2.695 -1.573 1.617
O -0.801 6.543 -4.374
N -0.116 -1.600 -0.646
C -0.188 -1.556 -1.992
C -0.467 2.482 -3.490
C -0.372 -3.961 -0.735
H -3.036 1.438 3.347
H -0.440 -4.895 -0.195
H -4.009 -0.397 1.404
C -0.433 -3.923 -2.117
C -2.634 2.223 0.394
H -0.804 4.113 -4.843
C -0.129 -0.212 -2.553
O 0.653 7.125 -2.813
H 0.659 5.177 -0.965
C -0.107 6.220 -3.456
H -0.164 -0.093 -3.631
H -1.675 0.362 3.781
C -0.061 2.122 -2.205
C 0.342 3.102 -1.307

Entry 2:
64
Properties=species:S:1:pos:R:3 method="wB97M-V/def2-TZVPD" total_energy_ha=-1528.8793 de_lowest_kcal_mol=8.8 lumo_energy_ha=-0.1156 charge=+1 largest_force_ha_per_bohr=0.03642
C 5.909 0.400 -1.544
N -1.951 0.578 -2.836
C -2.239 2.509 3.028
C -1.067 0.107 -0.797
H -4.257 -2.087 3.967
C -0.037 -3.112 -2.605
H 8.025 0.023 -1.307
C 3.536 -0.922 1.047
C -1.246 1.248 1.370
C -3.791 -1.893 4.943
H -0.439 -0.742 1.069
H -2.408 5.155 1.128
C -1.177 2.610 1.050
C -2.454 0.124 3.420
H -1.634 -1.239 -5.011
H 1.657 -1.470 2.063
C -3.519 1.779 4.900
C -2.675 1.308 -3.870
C -1.883 4.805 2.027
H 5.828 -1.131 -0.196
H -0.788 3.075 0.150
C -0.137 -2.216 -1.506
C -0.754 -0.997 -1.700
O 0.581 -4.308 -2.392
C 2.157 -0.834 1.328
H -0.882 5.256 2.034
H 7.159 -1.258 -2.237
O 5.414 1.408 -2.051
H -0.443 -3.412 -4.716
C -1.332 -0.667 -2.958
H -2.731 -2.178 4.931
C -0.563 -2.738 -3.874
H 3.651 1.692 -1.105
H -2.259 -0.912 3.126
C 4.094 -0.054 0.078
H -3.168 3.866 4.424
H 1.310 -4.655 -4.335
N -1.775 3.355 2.027
C 1.902 0.971 -0.087
C 3.269 0.965 -0.404
C -0.726 0.176 0.575
C -1.926 1.167 2.672
H -0.261 -5.436 -3.958
O -3.933 -0.506 5.295
H -2.436 5.114 2.917
H -2.268 1.962 -1.233
H 4.131 -1.688 1.546
C -1.777 1.053 -1.563
C -3.296 0.423 4.530
H -3.728 1.451 -3.583
C 0.723 -5.161 -3.554
C 7.220 -0.172 -2.037
N 1.358 0.032 0.681
C -1.233 -1.526 -4.046
H -2.236 2.309 -3.982
H -4.138 1.969 5.770
H -2.624 0.768 -4.823
H 1.249 -6.045 -3.199
H 7.491 0.343 -2.970
C -3.004 2.828 4.148
H -4.323 -2.420 5.731
N 5.355 -0.291 -0.476
H 1.247 1.743 -0.491
H 0.251 -2.498 -0.529

Entry 3:
8
Properties=species:S:1:pos:R:3 method="wB97M-V/def2-TZVPD" total_energy_ha=-2744.2652 de_lowest_kcal_mol=102.9 lumo_energy_ha=-0.0990 charge=0 largest_force_ha_per_bohr=0.06368
O 0.685 0.279 0.873
H 1.002 -1.818 0.799
N 0.122 1.732 -1.391
H -0.252 -0.958 -0.098
H -0.525 -1.229 1.551
H -0.327 2.511 -0.973
C 0.333 -1.001 0.874
Br -1.038 0.484 -1.633

Entry 4:
39
Properties=species:S:1:pos:R:3 method="wB97M-V/def2-TZVPD" total_energy_ha=-2339.0410 de_lowest_kcal_mol=23.1 lumo_energy_ha="-0.3766 / -0.4381" spin_multiplicity=3 charge=+2 largest_force_ha_per_bohr=0.04462
C 0.140 -3.403 -1.251
H -2.778 -1.069 -1.835
H 2.519 1.850 1.876
C -3.140 -0.104 -1.458
H -2.914 -2.087 0.691
H -2.549 -1.119 2.153
H 0.201 -3.175 -2.296
H 2.468 -1.149 2.158
I 0.027 -1.763 -5.213
H 4.077 -0.970 1.382
C 3.009 -1.143 1.207
P -2.395 0.202 0.148
Au -0.007 0.061 0.293
H 0.225 -5.612 -1.037
C -0.026 -3.019 0.883
H -2.524 1.865 1.856
H -2.817 2.560 0.230
H -0.015 -5.023 1.495
N 0.024 -4.361 0.728
H -4.115 1.638 1.048
H -4.131 -0.941 1.324
Cl -0.049 0.651 2.700
H 4.233 -0.158 -1.324
H -0.096 -2.531 1.844
P 2.381 0.191 0.164
H -2.852 0.690 -2.155
C 0.139 -4.622 -0.633
H 2.830 2.544 0.255
H 2.876 -2.105 0.702
N 0.035 -2.406 -0.302
C -3.059 -1.120 1.184
H 2.780 -1.090 -1.813
H 2.865 0.667 -2.135
I 0.012 0.921 -5.838
H 4.111 1.606 1.080
C 3.141 -0.126 -1.433
C -3.032 1.715 0.894
C 3.031 1.694 0.917
H -4.234 -0.134 -1.362

Entry 5:
10
Properties=species:S:1:pos:R:3 method="wB97M-V/def2-TZVPD" smiles="C=C=N.N=C=O" total_energy_ha=-301.3612 de_lowest_kcal_mol=79.1 lumo_energy_ha=0.0249 charge=0 largest_force_ha_per_bohr=0.03935
C 0.043 -0.931 1.842
C -0.364 0.478 -0.799
C 0.905 0.702 -1.047
N -1.514 0.089 -0.742
H -2.252 0.624 -1.165
H 1.127 -1.788 0.440
N 1.021 -1.065 1.133
O -0.820 -0.690 2.594
H 0.333 1.296 -1.889
H 1.521 1.285 -0.366

Entry 6:
34
Properties=species:S:1:pos:R:3 method="wB97M-V/def2-TZVPD" total_energy_ha=-3354.8960 lumo_energy_ha=-0.1996 charge=+1 largest_force_ha_per_bohr=0.10095
N -0.743 2.530 1.931
H -0.896 -4.576 -1.220
H 1.833 1.835 2.066
O 3.626 -1.989 -0.792
H 0.300 -4.544 0.095
H 0.066 -2.412 -2.110
H 4.743 -1.770 -2.544
C -2.109 2.415 1.446
H -0.751 3.373 2.533
H 5.632 -1.662 -1.017
C 2.525 -2.436 -1.412
C -4.342 3.153 0.616
H 1.113 0.691 0.818
H -5.696 1.631 0.307
C 0.103 -4.239 -0.936
H -2.652 4.690 1.110
H 0.548 3.867 0.778
O 1.483 -2.270 -0.582
O 2.481 -2.918 -2.516
H 5.074 -3.247 -1.579
C 0.220 -2.733 -1.076
H 0.831 -4.752 -1.566
C -2.769 1.073 1.279
H -0.347 2.516 -0.198
N -4.716 1.822 0.591
C -2.972 3.613 1.049
H 2.236 2.056 0.238
C 0.211 2.779 0.761
H -5.094 3.945 0.300
Br -1.634 -0.492 1.774
N -4.032 0.722 0.869
H -0.547 -2.249 -0.470
C 4.829 -2.184 -1.538
C 1.445 1.762 0.995

Question: Which value of charge does entry 4 give?
Answer: +2

Question: Look up the charge of the sixth one.
Answer: +1